Below is a 10-piece molecular cluster, C42H108N12O22P4 overall in a non-equilibrium geometry, with properties calculated with ωB97M-V with the def2-TZVPD basis set.

Positions of all 188 atoms, in Å:
C1 -28.5853 -16.5885 -17.4876
N1 -29.8627 -16.4325 -16.7280
C2 -30.9310 -17.3075 -17.2409
P1 -30.0775 -15.2690 -15.4458
O1 -31.5322 -14.8839 -15.2385
N2 -29.3326 -16.0229 -14.1135
C3 -28.7648 -17.2974 -14.1412
C4 -29.4311 -15.3475 -12.7409
N3 -29.1198 -13.9792 -15.9661
C5 -27.6597 -14.0723 -15.8318
C6 -29.6626 -13.1820 -17.0229
H1 -28.5778 -15.6919 -18.1075
H2 -28.5748 -17.4270 -18.1840
H3 -27.7324 -16.6803 -16.8151
H4 -30.5233 -18.1712 -17.7662
H5 -31.6052 -16.8528 -17.9668
H6 -31.5619 -17.6479 -16.4198
H7 -29.4964 -18.0000 -14.5403
H8 -27.9649 -17.1979 -14.8749
H9 -28.4885 -17.7317 -13.1804
H10 -29.4223 -16.1209 -11.9729
H11 -28.5191 -14.8346 -12.4353
H12 -30.3402 -14.7559 -12.6340
H13 -27.3138 -14.6440 -14.9707
H14 -27.2176 -14.4204 -16.7653
H15 -27.3272 -13.0965 -15.4777
H16 -30.4190 -13.7724 -17.5401
H17 -28.8676 -12.9011 -17.7136
H18 -30.2819 -12.3670 -16.6483
C7 -12.8945 -17.4775 -5.9254
N4 -12.1541 -16.8105 -4.7639
C8 -13.0993 -16.2124 -3.8134
P2 -10.4884 -16.6018 -4.7044
O2 -9.7312 -17.3392 -5.6944
N5 -10.3351 -14.9239 -4.7457
C9 -8.9678 -14.3313 -4.6225
C10 -11.0271 -14.1256 -5.7454
N6 -10.1733 -17.1068 -3.1034
C11 -9.9830 -18.5193 -2.7369
C12 -10.2292 -16.2649 -1.9510
H19 -13.0663 -18.5526 -5.9768
H20 -12.2986 -17.2264 -6.8029
H21 -13.8642 -16.9916 -6.0340
H22 -13.8054 -15.5342 -4.2925
H23 -12.6184 -15.6878 -2.9877
H24 -13.8014 -16.9852 -3.5004
H25 -9.0130 -13.2468 -4.5234
H26 -8.5661 -14.8755 -3.7678
H27 -8.4123 -14.6142 -5.5166
H28 -11.0669 -13.0842 -5.4263
H29 -10.4890 -14.1897 -6.6912
H30 -12.0249 -14.5630 -5.7780
H31 -9.6347 -18.9737 -3.6644
H32 -9.3013 -18.6709 -1.9000
H33 -10.9510 -18.9810 -2.5420
H34 -9.3895 -16.5369 -1.3114
H35 -11.2448 -16.2755 -1.5552
H36 -10.0556 -15.2256 -2.2300
C13 -22.6120 -7.9828 3.1376
N7 -22.0641 -9.3223 3.4857
C14 -22.8165 -10.1194 4.4888
P3 -20.4037 -9.6543 2.9524
O3 -19.8413 -8.6899 1.9652
N8 -19.5172 -9.8816 4.3975
C15 -19.5331 -8.8698 5.4540
C16 -18.4547 -10.9269 4.5843
N9 -20.5332 -11.2766 2.2505
C17 -20.4537 -11.4203 0.7752
C18 -21.0329 -12.3972 3.0532
H37 -22.0076 -7.4007 2.4419
H38 -22.7283 -7.4952 4.1055
H39 -23.6297 -8.0914 2.7626
H40 -22.1177 -10.3500 5.2930
H41 -22.9262 -11.0899 4.0049
H42 -23.7193 -9.6076 4.8222
H43 -20.5277 -8.4878 5.6838
H44 -19.2224 -9.3506 6.3816
H45 -18.8262 -8.0826 5.1919
H46 -17.4989 -10.5233 4.2502
H47 -18.2480 -11.2331 5.6098
H48 -18.7005 -11.7720 3.9412
H49 -21.3807 -11.1003 0.2994
H50 -19.7238 -10.7387 0.3385
H51 -20.1887 -12.4245 0.4445
H52 -20.9612 -12.2325 4.1283
H53 -20.5096 -13.3043 2.7507
H54 -22.1129 -12.5171 2.9677
C19 -20.6363 -12.4682 -7.0081
N10 -20.1379 -13.8520 -7.2260
C20 -20.0980 -14.8002 -6.0111
P4 -19.8993 -14.5018 -8.8056
O4 -18.9439 -15.5970 -8.9596
N11 -21.5266 -14.9177 -9.2530
C21 -22.7438 -14.0199 -9.0837
C22 -21.6575 -16.1233 -10.0759
N12 -19.5972 -13.1125 -9.7616
C23 -18.4808 -12.2386 -9.3889
C24 -19.6716 -13.1922 -11.2132
H55 -20.8342 -11.8935 -7.9129
H56 -20.2272 -11.9771 -6.1252
H57 -21.6964 -12.4731 -6.7548
H58 -20.3580 -14.2552 -5.1036
H59 -19.0887 -15.1597 -5.8110
H60 -20.7712 -15.6563 -6.0544
H61 -23.5373 -14.3020 -9.7758
H62 -23.2053 -14.3732 -8.1616
H63 -22.4628 -12.9679 -9.1320
H64 -20.6565 -16.5529 -10.1154
H65 -22.2888 -16.8598 -9.5787
H66 -22.0107 -15.9154 -11.0859
H67 -18.4688 -11.3496 -10.0195
H68 -18.4776 -11.9550 -8.3364
H69 -17.5599 -12.8148 -9.4780
H70 -20.4202 -13.8745 -11.6161
H71 -18.7090 -13.5784 -11.5483
H72 -19.8369 -12.2028 -11.6395
C25 -22.2242 -7.0873 -3.8824
O5 -22.4830 -7.2501 -5.3395
C26 -23.7760 -7.1326 -5.8636
O6 -24.7431 -6.9617 -5.1738
O7 -23.7676 -7.4066 -7.1892
C27 -25.0328 -7.3929 -7.8571
H73 -22.7718 -7.9499 -3.5028
H74 -22.6287 -6.1558 -3.4866
H75 -21.1454 -7.2365 -3.8373
H76 -25.6212 -6.5269 -7.5541
H77 -25.6267 -8.2682 -7.5937
H78 -24.7937 -7.1384 -8.8896
C28 -31.2756 -20.5492 -6.3897
O8 -29.8690 -20.8002 -6.0634
C29 -28.9931 -20.0080 -6.6146
O9 -29.1901 -19.0430 -7.3518
O10 -27.8229 -20.4362 -6.2795
C30 -26.5826 -19.8438 -6.7126
H79 -31.4791 -19.4891 -6.5410
H80 -31.8905 -20.8628 -5.5461
H81 -31.5744 -21.1054 -7.2782
H82 -26.5287 -19.5330 -7.7560
H83 -25.6301 -20.3510 -6.5592
H84 -26.5014 -18.9328 -6.1195
C31 -8.3878 -15.7602 -11.3344
O11 -9.4384 -16.6352 -11.5081
C32 -10.7168 -16.2559 -11.6680
O12 -11.5790 -17.0008 -12.1528
O13 -10.9273 -14.8894 -11.5916
C33 -12.2318 -14.3015 -11.6405
H85 -8.1353 -15.8507 -10.2779
H86 -8.6105 -14.7294 -11.6103
H87 -7.4972 -16.1434 -11.8323
H88 -12.8784 -14.7775 -12.3777
H89 -12.0845 -13.2732 -11.9707
H90 -12.7543 -14.2529 -10.6852
C34 -22.1891 -20.1154 -16.4378
O14 -20.9593 -20.1808 -15.6494
C35 -20.3800 -19.0276 -15.2401
O15 -20.5989 -17.8858 -15.7378
O16 -19.4762 -19.3125 -14.3248
C36 -18.5425 -18.2523 -13.8929
H91 -22.6258 -20.9759 -16.9446
H92 -22.1625 -19.3482 -17.2117
H93 -23.0191 -20.0064 -15.7397
H94 -18.2038 -18.2905 -12.8576
H95 -18.8629 -17.2304 -14.0962
H96 -17.6352 -18.4943 -14.4465
C37 -16.2658 -10.8412 -16.8154
O17 -17.6458 -11.1526 -16.4618
C38 -18.6140 -10.2699 -16.8513
O18 -18.4553 -9.1717 -17.4826
O19 -19.7020 -10.8415 -16.3758
C39 -21.0355 -10.4201 -16.7352
H97 -15.9020 -9.8816 -16.4482
H98 -16.0838 -10.9745 -17.8818
H99 -15.7349 -11.6720 -16.3504
H100 -21.4032 -10.9228 -17.6298
H101 -20.8878 -9.3645 -16.9633
H102 -21.8136 -10.5582 -15.9844
C40 -18.0731 -20.3435 -6.0097
O20 -17.5772 -21.2892 -5.0597
C41 -17.9569 -21.0228 -3.7038
O21 -18.7470 -20.1180 -3.2604
O22 -17.2366 -21.8166 -2.8167
C42 -16.4268 -22.8326 -3.2338
H103 -17.8851 -19.3088 -5.7231
H104 -19.1451 -20.5247 -6.0880
H105 -17.5701 -20.4042 -6.9748
H106 -16.1613 -22.8280 -4.2909
H107 -16.9733 -23.7416 -2.9822
H108 -15.4989 -22.9509 -2.6742

The HOMO energy comes out at -8.240 eV. As for the SMILES: CN(C)P(=O)(N(C)C)N(C)C.CN(C)P(=O)(N(C)C)N(C)C.CN(C)P(=O)(N(C)C)N(C)C.CN(C)P(=O)(N(C)C)N(C)C.COC(=O)OC.COC(=O)OC.COC(=O)OC.COC(=O)OC.COC(=O)OC.COC(=O)OC. Its total energy is -145383.7631 eV. The gap between HOMO and LUMO comes out at 8.370 eV. The value obtained for the LUMO energy is 0.13 eV.